Formula: C55H126BrN7O
Source: the OMol25 dataset
Level of theory: ωB97M-V/def2-TZVPD

Atoms and positions in Å:
Br: 5.7481 0.6359 -0.0764
O: 3.7704 -4.3080 -7.0620
N: -3.9139 5.4875 -3.2436
N: -4.1309 -0.9708 -1.8506
N: 1.5500 -0.7860 1.3527
N: 4.4711 4.7692 0.6891
N: -3.9728 -1.0049 4.5364
N: 2.7707 -6.4570 1.2145
N: 2.0649 -1.0904 -6.2860
C: 3.7275 6.1678 0.7940
C: 2.8726 -3.5663 -6.2290
C: 4.1849 4.3800 3.3786
C: 1.9869 0.2347 -7.1693
C: 6.5416 -5.8073 1.9954
C: -3.9985 5.8484 -5.6933
C: -2.7039 5.1303 -2.2441
C: 3.8742 4.2348 -0.6256
C: 0.5913 -0.8130 -0.8781
C: -3.1007 -2.2030 -3.8780
C: 3.8789 3.3954 4.4865
C: 3.2843 -0.0884 3.1309
C: 1.8275 0.6034 0.7001
C: -1.9853 -1.0843 6.2001
C: -5.1409 -0.7296 5.5289
C: 4.2495 -0.4869 4.2090
C: 4.1789 3.8169 1.9543
C: -3.3046 -2.2283 -2.2934
C: -3.3960 4.9216 -4.5880
C: 4.0510 -5.7162 1.5441
C: -2.5598 6.0569 -0.9665
C: -4.2791 -0.9388 -0.3167
C: -1.0462 4.4357 0.2656
C: -1.1438 5.8474 -0.3586
C: -5.2276 4.9488 -2.6647
C: 2.7363 -2.2860 -7.0083
C: 2.3553 4.6006 -0.5472
C: -4.6280 -1.8490 3.4391
C: 2.6950 -1.2269 2.2940
C: -5.6422 -2.7882 4.1564
C: 0.8970 -7.7927 1.9696
C: -3.9096 1.3324 -1.0400
C: 1.3946 -1.6877 0.1392
C: 2.3436 5.8591 0.3072
C: 0.5930 -1.2196 5.9645
C: -4.6198 6.9699 -4.9683
C: 0.1836 -0.7437 2.1374
C: -5.5958 -0.9969 -2.4320
C: 0.3572 -6.4144 1.6671
C: -2.3048 -3.3854 -4.3701
C: -4.4211 0.5051 0.1709
C: 2.7992 -0.7763 -4.9621
C: 5.3236 -6.6084 1.5823
C: -3.4440 0.3351 -2.1162
C: -0.6693 -1.7949 6.5684
C: 1.5910 -5.4966 1.2574
C: 2.3324 -7.4891 2.2546
C: 2.8808 -7.0293 -0.2615
C: 1.3390 0.5848 -0.7398
C: 5.9880 4.8943 0.5488
C: -2.7791 -1.7816 5.1502
C: 0.5357 -1.3954 -5.9031
C: -3.3757 0.2053 3.8554
C: -6.0634 -1.9473 5.3791
C: -4.1108 7.0131 -3.5474
H: -3.1338 2.0461 -0.7627
H: -4.8359 -0.3309 6.4965
H: -0.4072 -6.4908 0.8938
H: -5.7080 6.9070 -4.9632
H: 2.5668 -1.6141 -4.3047
H: -2.3887 -2.2668 -1.7037
H: 6.2289 5.3290 1.5189
H: -3.2355 -2.6866 5.5514
H: 1.7151 -4.7227 2.0149
H: 0.5682 -2.3352 -5.3520
H: -6.4173 -3.0501 3.4362
H: -3.0732 6.1456 -6.1870
H: 4.4192 4.7031 -1.4451
H: -2.9247 -4.2771 -4.2768
H: 3.6364 -5.2414 -6.8820
H: -2.6681 -0.0606 3.0701
H: -5.2306 -3.7343 4.5080
H: -5.4755 5.5203 -1.7702
H: 0.6823 -1.2790 4.8798
H: 2.5363 0.4383 3.7236
H: 2.3745 0.0378 -4.3749
H: 2.9163 0.6207 0.7485
H: -2.3145 4.8354 -4.6934
H: 1.9056 -7.4673 -0.4739
H: 3.8532 -5.1886 2.4772
H: -4.6340 5.4317 -6.4747
H: 5.1294 4.7835 3.7435
H: -1.3793 -3.4901 -3.8039
H: -0.4003 5.8475 -1.1556
H: 4.1903 6.7701 0.0122
H: 2.3094 -2.0986 -0.2879
H: 4.8736 2.9878 1.8196
H: -7.0210 -1.4322 5.3040
H: -5.4403 0.7914 0.4306
H: 1.5001 0.9817 -6.5423
H: 2.9600 0.7176 -7.2583
H: 1.5063 0.1381 -8.1428
H: -1.6114 4.2093 1.1696
H: 1.8964 6.7227 -0.1851
H: 3.9236 3.1733 -0.8681
H: -5.9166 -2.0282 -2.2853
H: 1.4994 -1.7273 6.2942
H: 1.9211 -4.0764 -6.0785
H: -2.6489 -1.2301 -4.0717
H: 6.3574 3.8976 0.3074
H: 2.2684 -2.1172 2.7560
H: 0.6358 -0.1458 6.1466
H: -2.7315 4.0451 -2.1460
H: -4.5176 7.8987 -5.5294
H: 2.8693 3.0142 4.3327
H: -6.2167 -0.3673 -1.7946
H: -3.7872 3.9099 -4.6953
H: 2.0183 -2.3894 -7.8218
H: -5.5978 -0.7670 -3.4975
H: -3.9389 -3.0220 -1.8985
H: 3.8555 -0.6169 -5.1787
H: 1.5029 -5.0146 0.2837
H: 0.2361 -0.5711 -5.2560
H: -2.5879 7.1048 -1.2655
H: 2.1255 0.6709 -1.4895
H: -5.1195 -1.6116 -0.1460
H: -5.9496 5.0330 -3.4769
H: -5.6474 -0.0169 4.8781
H: -2.5664 -0.9525 7.1128
H: -2.3746 0.1279 -2.0756
H: -0.8684 6.5950 0.3853
H: 1.3722 1.3696 1.3275
H: 3.6426 -1.1727 4.8000
H: -0.6009 -0.3054 1.5206
H: -0.8494 -2.8455 6.3405
H: -1.7341 -0.0536 5.9499
H: -0.0711 -5.9223 2.5403
H: -0.1453 -1.3383 -6.7523
H: -4.6609 2.0100 -1.4455
H: -0.0676 4.2399 0.7041
H: 2.5364 -6.9656 3.1886
H: 3.4376 -1.5591 1.5685
H: 0.7259 -8.4432 1.1120
H: 2.9713 -8.3699 2.3184
H: -2.0742 -3.3040 -5.4323
H: 6.2581 5.5416 -0.2856
H: -3.3489 -1.3862 0.0335
H: -4.1984 0.7880 3.4408
H: -0.0742 -1.7925 2.2845
H: 3.6411 -1.7569 -7.3077
H: 7.3441 -6.5353 2.1148
H: 3.9240 6.5904 1.7793
H: 3.2692 -6.2644 -0.9340
H: -4.0683 -2.0763 -4.3637
H: 1.8976 4.7697 -1.5219
H: -3.7252 0.8352 0.9422
H: 0.5627 1.3018 -1.0069
H: -0.5614 -1.7932 7.6531
H: -5.0391 3.8821 -2.5430
H: 0.3482 -8.2709 2.7809
H: -0.4722 -0.6956 -0.6700
H: 4.7386 0.2634 4.8303
H: 5.0312 -1.1789 3.8957
H: -5.1885 -1.1751 2.7912
H: 4.4870 2.4909 4.5015
H: 3.6458 -7.7740 -0.0419
H: 6.3713 -5.4240 3.0014
H: -3.7560 0.6606 -3.1086
H: 6.8455 -4.9999 1.3292
H: 4.1967 -4.9514 0.7813
H: 1.6557 5.8241 1.1519
H: 3.5286 5.2463 3.4614
H: -1.2483 3.5471 -0.3325
H: 0.7743 -2.5623 0.3352
H: 3.4021 -3.5507 -5.2764
H: -4.6777 7.5274 -2.7714
H: -3.9433 -2.4223 2.8141
H: 3.8558 3.7642 5.5120
H: -2.1172 -2.0379 4.3230
H: -2.9139 0.8290 4.6208
H: -3.1305 7.4878 -3.5053
H: 1.8917 3.7109 -0.1212
H: 0.6050 -1.0966 -1.9305
H: 3.1292 3.5742 1.7894
H: -6.1091 -2.4789 6.3296
H: -1.8211 5.3189 -2.8549
H: 3.9703 0.4364 2.4660
H: 0.2480 -0.0785 2.9985
H: 5.6043 -6.9844 0.5985
H: -3.2566 5.7592 -0.1830
H: 5.2266 -7.4429 2.2768

Cartesian forces (eV/Å) of the 2 atoms listed first:
-0.9 0.1 0.2
-0.7 0.1 -0.1

Its LUMO energy (spin up / spin down) is -9.25 / -9.61 eV. Its HOMO-LUMO gap (spin up / spin down) is 3.31 / 6.02 eV. As for the HOMO energy (spin up / spin down): -12.56 / -15.63 eV. The multiplicity is 2. As for the charge: +5. The electronic energy comes out at -141545.7078 eV.

Mulliken population analysis, charges in e, atoms 1 to 6: Br -0.705; O -0.493; N 0.371; N 0.746; N 0.875; N 0.146